No. 1
Formula: C19H46NiO8P2S
Source: OMol25
Level of theory: the ωB97M-V functional and the def2-TZVPD basis

```
77
Properties=species:S:1:pos:R:3:forces:R:3
Ni 0.10067 -0.20904 0.10215 0.39 -1.14 0.93
C 2.21451 1.77728 1.22868 -0.03 -0.02 0.04
O 0.85210 1.52164 0.84731 0.00 0.13 -0.19
C -0.10161 2.44776 1.38421 0.03 -0.02 0.01
C -1.42330 2.10966 0.72908 -0.01 -0.01 -0.02
O -1.63689 0.68667 0.73684 0.11 0.07 0.01
C -2.19324 0.18237 1.96890 -0.09 0.04 -0.05
H 2.56219 2.68962 0.74456 0.01 0.01 0.01
H 2.79902 0.92422 0.89722 0.01 0.02 -0.03
H 2.27740 1.88168 2.31236 0.01 -0.01 0.00
H 0.19116 3.46708 1.12330 -0.01 0.02 0.04
H -0.12346 2.35297 2.47269 -0.01 -0.04 -0.01
H -1.40333 2.39841 -0.32278 -0.03 -0.01 0.00
H -2.25909 2.61126 1.21676 0.03 0.04 0.01
H -3.14784 0.67359 2.15161 0.00 -0.01 0.01
H -1.51227 0.34739 2.80418 -0.01 0.00 0.01
H -2.34928 -0.88126 1.81714 -0.04 0.01 0.00
C 4.63177 -3.94972 -2.96894 -0.01 0.00 0.01
C 4.37701 -2.46409 -3.05385 0.00 -0.04 -0.01
C 5.63126 -1.62765 -2.98867 0.00 0.00 0.02
O 3.54870 -2.08975 -1.87797 0.02 0.06 -0.02
P 2.12122 -1.48458 -1.94896 -0.01 -0.05 -0.01
O 1.83483 -0.86384 -0.61149 -0.03 0.24 -0.37
C 0.96905 -2.79269 -2.41848 -0.01 0.03 -0.03
P -0.72421 -2.65299 -1.78713 0.01 -0.05 0.02
O -0.82890 -1.84061 -0.53162 -0.17 0.22 -0.36
O -1.21996 -4.08734 -1.44582 0.01 0.00 -0.05
C -1.24913 -5.19846 -2.43009 0.01 -0.01 0.00
C -0.71097 -6.41062 -1.70910 0.00 0.00 0.00
C -2.66341 -5.36285 -2.93142 -0.01 0.01 0.02
O -1.47590 -2.08553 -3.02911 0.04 0.11 0.02
C -2.71073 -1.26911 -3.05109 -0.04 -0.02 -0.02
C -3.73683 -1.76422 -2.05599 0.03 -0.02 0.03
C -2.32610 0.18080 -2.85718 0.01 0.00 0.01
O 1.98988 -0.50818 -3.16561 -0.11 0.07 0.05
C 2.47443 0.88691 -3.11776 0.08 0.01 -0.04
C 1.29206 1.78310 -2.82553 -0.02 -0.02 0.03
C 3.11959 1.17115 -4.45267 0.01 -0.01 0.00
H 5.27868 -4.25496 -3.79091 -0.01 0.00 -0.01
H 3.70670 -4.52267 -3.03988 0.00 0.00 0.00
H 5.12991 -4.19538 -2.03123 0.01 0.00 0.00
H 3.79810 -2.21942 -3.94761 0.00 0.01 0.00
H 6.17793 -1.83729 -2.06935 0.00 -0.01 0.00
H 5.40250 -0.56246 -3.02411 0.00 0.00 0.00
H 6.27450 -1.86733 -3.83508 0.00 0.00 0.00
H 1.38848 -3.74816 -2.09663 0.00 0.02 0.08
H 0.91550 -2.78403 -3.50946 0.05 -0.12 -0.01
H -0.58798 -4.92057 -3.25627 0.00 -0.01 -0.01
H -1.31381 -6.61871 -0.82514 -0.01 -0.01 -0.01
H 0.32525 -6.26706 -1.40190 -0.01 0.01 0.01
H -0.75500 -7.27804 -2.36675 0.01 0.00 0.00
H -3.34374 -5.53304 -2.09657 0.00 -0.01 0.00
H -2.71251 -6.22663 -3.59393 0.00 0.00 -0.01
H -2.99188 -4.49000 -3.49411 0.00 0.00 0.00
H -3.06438 -1.42424 -4.06859 -0.03 -0.02 0.01
H -3.42768 -1.55375 -1.03104 0.00 0.00 0.00
H -3.91238 -2.83344 -2.16073 -0.01 0.00 -0.01
H -4.68054 -1.25200 -2.24232 0.00 0.01 0.01
H -1.84183 0.31463 -1.88623 -0.03 0.00 0.01
H -3.22406 0.79899 -2.86513 0.00 0.00 -0.04
H -1.66314 0.52257 -3.65038 0.03 -0.01 0.02
H 3.21311 0.95372 -2.31458 -0.01 -0.04 0.01
H 0.58061 1.75911 -3.65079 0.00 0.00 0.00
H 1.63063 2.81034 -2.68861 0.00 0.01 -0.03
H 0.78053 1.47496 -1.90930 0.02 0.02 0.00
H 2.38616 1.08508 -5.25442 0.00 0.00 0.00
H 3.93705 0.47929 -4.65073 0.01 0.01 0.00
H 3.52180 2.18412 -4.45847 -0.01 0.00 0.00
C -0.31486 -3.09384 2.30057 0.07 -0.12 -0.18
S 0.67985 -1.60267 2.18282 -0.28 0.67 0.26
C 2.35411 -2.24716 2.16605 0.02 -0.09 -0.19
H -0.16898 -3.54436 3.27958 0.03 0.01 0.00
H -0.05764 -3.79990 1.51304 0.00 0.02 -0.01
H -1.35708 -2.80960 2.18527 0.00 -0.01 0.01
H 2.54986 -2.82806 1.26707 -0.01 0.01 0.00
H 2.50270 -2.85797 3.05392 -0.02 0.02 0.02
H 3.03176 -1.39742 2.20015 0.00 0.00 0.00
```
Forces are in eV/Å.

Summary:
- total energy (Ha) = -3942.40455
- charge = +2
- <S²> = 2.005
- orbital gap (spin up / spin down) (eV) = 10.46 / 8.28
- spin multiplicity = 3
- HOMO level (spin up / spin down) (eV) = -14.61 / -14.76

***

No. 2
Formula: C19H46O6P2
Source: OMol25
Level of theory: the ωB97M-V functional and the def2-TZVPD basis

```
73
Properties=species:S:1:pos:R:3:forces:R:3
C 3.08979 1.83862 -1.13552 -0.03 0.05 0.08
C 1.77623 1.13670 -0.78858 -0.01 -0.06 -0.03
C 1.91395 -0.38193 -0.78362 0.01 -0.09 -0.03
C 0.59831 -1.13185 -0.54498 -0.01 0.05 -0.09
C -0.23689 -1.31713 -1.82797 0.05 -0.06 0.03
P -2.05391 -1.11538 -1.53190 -0.02 -0.35 0.15
P -2.17452 1.00712 -1.06982 0.08 0.30 0.08
C -2.62723 1.77179 -2.67924 0.08 -0.05 -0.20
C -3.79155 1.05799 -0.18046 -0.03 0.02 0.10
H 3.21835 1.94918 -2.21342 0.03 -0.07 0.01
H 3.94479 1.27438 -0.75387 -0.01 0.02 0.00
H 3.13808 2.83414 -0.69081 -0.01 0.02 -0.09
H 0.99463 1.42989 -1.49422 -0.02 0.06 0.01
H 1.42293 1.46141 0.19371 0.00 -0.03 0.01
H 2.63632 -0.66250 -0.01039 0.00 0.03 -0.01
H 2.34642 -0.70496 -1.73809 0.02 -0.05 0.04
H 0.01469 -0.58424 0.20191 0.06 0.00 0.04
H 0.81524 -2.11074 -0.11396 -0.07 0.00 0.00
H 0.12908 -0.66678 -2.62560 -0.07 0.07 0.04
H -0.14431 -2.34549 -2.18614 0.16 0.06 -0.10
H -2.47498 -1.11069 -2.88374 -0.05 0.08 -0.03
H -3.60171 1.46645 -3.06494 0.01 -0.05 0.07
H -1.86436 1.48555 -3.40540 -0.01 0.09 -0.04
H -2.60469 2.85735 -2.57676 -0.04 0.01 -0.02
H -4.34108 1.95179 -0.48021 0.04 0.02 0.04
H -3.59204 1.11797 0.88878 -0.09 -0.01 0.02
H -4.41882 0.18710 -0.36160 -0.03 0.00 -0.08
C -4.82956 -4.30829 -1.37224 0.03 0.02 0.04
O -5.93097 -3.72302 -0.71306 -0.06 -0.04 -0.08
C -6.22629 -2.44511 -1.23664 -0.02 0.00 -0.03
C -7.52023 -1.91377 -0.66278 0.03 0.01 0.01
O -8.68081 -2.45203 -1.27707 0.02 -0.02 0.04
C -9.09886 -3.72628 -0.81334 -0.01 -0.02 0.01
C -9.91034 -3.67280 0.46190 -0.02 0.02 0.00
O -9.06542 -3.52572 1.58569 0.01 0.08 -0.04
C -9.79101 -3.26755 2.76354 0.00 -0.04 0.03
H -3.93460 -3.68092 -1.27928 -0.02 -0.03 0.01
H -4.64331 -5.27384 -0.90659 0.00 0.00 0.00
H -5.04355 -4.45854 -2.43761 0.01 0.00 0.00
H -6.30931 -2.49410 -2.33149 -0.01 0.02 0.00
H -5.41109 -1.75073 -0.99093 0.04 0.01 -0.01
H -7.55736 -0.84113 -0.86509 -0.02 0.00 0.03
H -7.53831 -2.06624 0.41902 0.01 -0.01 0.00
H -8.24769 -4.39931 -0.68568 0.00 0.01 0.01
H -9.74401 -4.12269 -1.59974 0.03 -0.01 -0.01
H -10.49391 -4.60055 0.55382 -0.01 0.01 0.02
H -10.61444 -2.83150 0.40568 -0.01 -0.01 -0.01
H -10.35208 -2.32837 2.68946 0.00 0.00 -0.01
H -9.07543 -3.19266 3.57969 0.00 0.00 0.00
H -10.49850 -4.07635 2.98398 0.01 -0.01 -0.01
C 11.07025 1.20553 2.65145 0.02 0.02 0.04
O 10.00883 2.05195 2.27999 -0.05 -0.05 -0.07
C 10.30960 2.80594 1.12256 0.01 -0.02 -0.02
C 9.07705 3.52156 0.61669 0.02 0.02 0.02
O 8.20006 2.69031 -0.12679 0.01 0.00 0.04
C 7.31152 1.88317 0.62971 -0.03 -0.02 0.01
C 6.07843 2.61793 1.10470 -0.03 0.01 0.03
O 6.36490 3.38494 2.25792 0.06 0.07 -0.09
C 5.30557 4.25014 2.59004 -0.03 -0.03 0.05
H 11.98523 1.77535 2.85469 -0.01 0.01 0.00
H 10.77126 0.68342 3.55796 0.00 0.00 0.00
H 11.28783 0.47028 1.86770 -0.01 0.01 0.00
H 10.69380 2.14769 0.33164 0.00 0.02 -0.01
H 11.08559 3.55019 1.35404 0.02 -0.02 0.01
H 9.40571 4.29345 -0.08184 -0.03 0.02 0.01
H 8.55683 4.00149 1.44912 0.00 -0.02 0.01
H 7.82056 1.42174 1.47922 0.00 0.01 0.01
H 6.98572 1.09537 -0.05260 0.02 -0.02 0.01
H 5.29093 1.88588 1.33736 -0.02 0.01 -0.01
H 5.71161 3.26680 0.29805 0.00 -0.02 -0.01
H 5.11611 4.97517 1.78949 0.01 -0.01 0.00
H 5.58820 4.78323 3.49543 0.00 0.00 0.00
H 4.37872 3.69430 2.77903 0.01 -0.01 0.00
```
Forces are in eV/Å.

Summary:
- total energy (Ha) = -1885.54144
- charge = 0
- orbital gap (eV) = 9.22
- SMILES = CCCCC[PH]#P(C)C.COCCOCCOC.COCCOCCOC
- HOMO level (eV) = -8.33

***

No. 3
Formula: C19H47BClLi2NO10
Source: OMol25
Level of theory: the ωB97M-V functional and the def2-TZVPD basis

```
81
Properties=species:S:1:pos:R:3:forces:R:3
Li -0.78966 17.13454 9.48083 -0.13 0.52 0.52
Li -1.18384 21.36088 14.14074 0.02 0.31 -0.35
C -4.52502 24.43625 3.57398 0.34 -0.44 -0.22
O -4.57830 23.96137 4.95930 0.61 0.86 -0.60
C -4.74157 25.02150 5.90680 -0.56 -1.00 0.89
C -4.52439 24.50646 7.39004 -0.67 0.09 -0.80
N -5.38100 23.24094 7.69215 -0.10 0.91 -0.70
H -5.18940 22.64005 6.90328 0.07 -0.61 -0.47
H -4.99249 22.77404 8.49910 0.13 -0.20 0.52
C -6.91488 23.30946 7.81242 0.78 0.04 -0.45
C -7.53311 21.93621 8.00559 -0.75 0.04 1.16
O -7.12734 20.96477 7.11651 1.42 1.79 -1.32
C -7.89308 19.83439 7.17225 -0.31 -2.42 -0.02
H -4.05654 23.71447 2.90490 -0.08 -0.75 0.67
H -3.86716 25.28382 3.38176 -0.18 0.47 0.82
H -5.49688 24.61419 3.11362 -0.28 0.21 0.58
H -5.76913 25.37198 5.80992 -0.14 0.32 0.14
H -4.07910 25.87420 5.75803 0.23 -0.12 -0.11
H -4.76081 25.27678 8.12408 -0.44 0.04 -0.20
H -3.48464 24.26955 7.61565 -0.07 -0.50 -0.35
H -7.30999 23.73460 6.88979 0.35 0.18 0.01
H -7.14737 23.95598 8.65862 -0.03 -0.07 -0.10
H -8.61240 22.05327 7.90798 -0.29 0.46 -0.02
H -7.41683 21.58742 9.03171 0.40 -0.03 0.35
H -7.50774 19.18855 7.96123 -0.41 -0.06 0.48
H -7.76752 19.22246 6.27901 0.19 0.40 -0.29
H -8.96695 19.99529 7.26721 -0.06 0.33 0.25
C -1.23396 26.63524 14.86354 0.02 -2.05 -0.53
O -0.55765 25.67680 14.05240 -0.74 1.49 0.89
H -0.81561 27.58815 15.18763 1.32 0.37 -0.37
H -2.19901 26.98111 14.49320 -0.69 0.00 -0.76
H -1.51842 26.19911 15.82112 -0.11 -0.35 0.70
B -2.76945 19.64667 11.20760 0.37 0.04 0.02
H -1.98854 20.32987 10.91151 3.21 2.81 -1.63
H -3.48184 20.27362 11.72110 -3.07 2.09 2.24
H -3.21291 19.17595 10.34388 -1.83 -2.04 -3.59
H -2.24958 18.94716 11.84373 1.75 -3.14 2.82
Cl 4.18122 18.40110 12.55338 0.38 -2.15 -0.88
O 3.39097 18.80805 13.71531 0.52 -0.31 -0.84
O 4.99773 19.47102 12.07427 0.12 0.81 0.37
O 5.00189 17.22650 12.80155 0.25 0.71 1.46
O 3.34920 17.93065 11.45968 -1.62 0.87 -0.24
C 0.14789 18.90782 2.69295 0.90 0.46 0.02
C -1.33418 18.85877 2.59114 -2.10 -0.94 0.38
C -1.85472 18.60878 4.03486 0.85 -0.18 0.20
O -0.68625 18.46916 4.85469 1.53 1.41 -0.65
C 0.39941 19.25134 4.17257 -0.80 -1.11 -0.71
H 0.47837 19.62882 1.94525 0.53 0.24 0.38
H 0.66334 17.97770 2.45362 -0.35 -0.18 0.03
H -1.67654 18.05592 1.93820 -0.01 0.06 -0.11
H -1.80625 19.77738 2.24269 0.35 0.10 -0.21
H -2.41988 17.69049 4.19438 -0.09 0.01 -0.29
H -2.45464 19.44750 4.38807 -0.10 0.16 0.04
H 1.38783 18.89969 4.46828 -0.33 -0.08 0.48
H 0.34432 20.33183 4.30527 -0.39 0.01 0.52
C -5.22891 19.11561 19.04091 -1.51 -2.36 -1.41
C -4.06972 19.45455 19.92107 -0.94 -1.20 1.81
C -2.96167 19.83967 18.95952 -1.49 2.10 0.72
O -3.60589 19.83109 17.70665 1.80 -0.23 -1.98
C -4.60106 18.85492 17.64220 -0.69 1.14 0.77
H -5.99664 19.88915 19.05862 0.24 0.18 -0.52
H -5.75309 18.20415 19.32825 -0.06 -0.07 0.43
H -3.81434 18.63181 20.58888 0.34 -0.50 -0.44
H -4.55579 20.08295 20.66736 1.07 1.25 -0.15
H -2.08259 19.21531 19.11922 0.13 0.14 -0.56
H -2.85017 20.92166 19.02998 1.36 -0.13 0.60
H -4.20341 17.85891 17.44743 0.09 -0.31 0.50
H -5.20850 19.11132 16.77422 -0.30 0.01 0.19
C -3.50171 10.75346 9.95848 1.13 0.17 -2.06
C -2.67603 10.60745 11.22341 -0.59 0.73 -0.83
C -1.64002 11.73554 10.99530 -0.69 -0.83 1.61
O -2.19814 12.70379 10.15602 -0.98 0.83 -1.05
C -3.44672 12.25999 9.54776 0.46 -1.38 1.79
H -4.48824 10.29767 9.87421 0.11 0.04 0.30
H -2.86255 10.39340 9.15229 -0.26 -0.97 -0.17
H -2.13056 9.67416 11.36308 -0.50 -0.16 -0.07
H -3.41788 10.78163 12.00278 0.73 0.16 0.76
H -0.70120 11.35615 10.59182 -0.01 -0.06 -0.10
H -1.47901 12.12694 11.99978 0.52 0.58 -0.16
H -3.39820 12.30395 8.45972 -0.03 0.50 0.12
H -4.30072 12.78638 9.97401 0.13 0.49 -0.17
```
Forces are in eV/Å.

Summary:
- total energy (Ha) = -2058.58489
- charge = 0
- orbital gap (eV) = 2.52
- HOMO level (eV) = -4.42

***

What is the formula in the first record? C19H46NiO8P2S

***

What is the total energy in the second record? -1885.54144 Ha

***

What is the charge in the first record? +2